No. 1
This record from the OMol25 dataset describes 10 unconnected molecules or ions with the total composition C48H124N8O18 in a non-equilibrium geometry. The level of theory is ωB97M-V/def2-TZVPD.

The geometry in XYZ format:
```
198
Properties=species:S:1:pos:R:3
C 14.0112 7.8933 -29.6227
O 14.0791 6.5984 -28.9814
C 12.9313 5.7806 -28.6252
C 13.5175 4.4753 -28.0296
N 12.3543 3.6271 -27.8307
C 12.4892 2.2354 -27.4189
C 13.3762 1.3086 -28.3433
O 12.7583 0.7150 -29.4862
C 12.5809 1.5510 -30.6471
H 13.8341 7.8356 -30.6967
H 14.8535 8.5612 -29.4428
H 13.1528 8.4896 -29.3133
H 12.4480 5.8004 -29.6020
H 12.3359 6.3564 -27.9167
H 14.1367 4.5392 -27.1348
H 14.1011 4.0073 -28.8224
H 11.6470 3.9356 -27.1791
H 11.4717 1.8687 -27.2830
H 13.1423 2.1761 -26.5483
H 13.7113 0.4385 -27.7788
H 14.3247 1.6941 -28.7171
H 12.4149 2.5704 -30.2986
H 11.7296 1.1225 -31.1761
H 13.3558 1.4675 -31.4091
C 11.3020 -0.6092 -25.6608
O 11.5766 0.4943 -24.7655
C 11.4755 0.0304 -23.3584
C 12.0539 1.0554 -22.4171
N 11.3825 2.3220 -22.5912
C 11.9048 3.2925 -21.6585
C 11.2240 4.6064 -22.0562
O 10.1383 4.9889 -21.2921
C 10.5362 6.0211 -20.4614
H 12.1157 -1.2612 -25.9785
H 10.8290 -0.0937 -26.4966
H 10.5382 -1.2606 -25.2361
H 12.1479 -0.8199 -23.2445
H 10.4944 -0.3076 -23.0248
H 13.0916 1.1828 -22.7254
H 11.9369 0.8131 -21.3608
H 11.2370 2.6247 -23.5437
H 12.9881 3.4102 -21.6329
H 11.6810 3.1752 -20.5982
H 10.8428 4.6583 -23.0760
H 12.0156 5.3539 -22.0045
H 9.8402 6.2525 -19.6551
H 10.7106 6.9662 -20.9758
H 11.5514 5.8345 -20.1110
C 11.5904 10.3406 -15.6724
O 11.4156 9.6030 -14.4497
C 12.2065 8.4081 -14.3017
C 11.6293 7.0905 -14.7135
N 12.0512 5.9711 -13.8396
C 11.3382 4.6627 -14.0887
C 12.0074 3.7641 -15.1693
O 11.3479 4.2518 -16.3258
C 11.8395 3.5948 -17.4538
H 11.2852 9.5971 -16.4087
H 12.6143 10.6135 -15.9280
H 10.9603 11.2280 -15.6124
H 12.4922 8.2407 -13.2632
H 13.1365 8.5951 -14.8386
H 11.7953 6.9419 -15.7805
H 10.5569 7.2793 -14.6644
H 12.3253 6.1074 -12.8771
H 10.2493 4.6447 -14.0448
H 11.5345 4.0415 -13.2147
H 11.8626 2.7004 -14.9809
H 13.0406 4.1109 -15.1876
H 12.9067 3.8151 -17.4798
H 11.2901 4.0197 -18.2938
H 11.6306 2.5257 -17.4169
C 12.1559 -4.6127 -27.7183
O 11.7835 -4.0133 -28.9536
C 10.7170 -3.0347 -28.8693
C 10.7444 -2.0309 -30.0844
N 10.1657 -2.5381 -31.3290
C 8.7298 -2.7250 -31.4076
C 7.7495 -1.6162 -31.0089
O 6.4540 -1.8977 -31.3175
C 5.3824 -1.1627 -30.8071
H 11.4120 -5.2893 -27.2976
H 12.2845 -3.7231 -27.1018
H 13.1319 -5.0969 -27.7500
H 10.6956 -2.5618 -27.8875
H 9.7264 -3.4874 -28.8261
H 11.7851 -1.7380 -30.2231
H 10.2625 -1.1501 -29.6600
H 10.3351 -1.9469 -32.1302
H 8.4520 -3.6005 -30.8208
H 8.4204 -2.9648 -32.4249
H 8.0686 -0.7515 -31.5908
H 7.8180 -1.4175 -29.9394
H 4.5116 -1.5059 -31.3658
H 5.5776 -0.1128 -31.0253
H 5.2913 -1.2425 -29.7238
C 8.0937 4.9007 -16.6516
O 8.4314 6.3046 -16.8881
C 7.5652 7.0394 -17.7181
C 7.0506 8.2199 -16.8291
N 8.2039 8.8713 -16.2554
C 7.9720 9.4756 -14.9399
C 7.1369 10.7438 -15.1635
O 5.7757 10.3992 -15.3902
C 4.8895 11.4625 -15.3332
H 7.0870 4.8173 -16.2423
H 8.7407 4.4413 -15.9044
H 8.2546 4.3592 -17.5838
H 6.8056 6.3447 -18.0765
H 7.9427 7.5168 -18.6224
H 6.4857 7.8253 -15.9846
H 6.4688 8.9842 -17.3444
H 8.8456 8.0928 -16.2077
H 8.9149 9.8411 -14.5332
H 7.5129 8.8402 -14.1826
H 7.5875 11.4492 -15.8618
H 7.1908 11.2029 -14.1764
H 3.9243 10.9605 -15.3995
H 5.0374 12.2122 -16.1106
H 4.9046 11.9354 -14.3513
C 13.4901 8.2647 -19.7662
O 14.9006 8.3523 -19.4982
C 15.2967 8.7726 -18.1830
C 16.6629 8.2660 -17.9475
N 16.9695 8.1217 -16.4986
C 17.3457 9.2916 -15.6469
C 16.7271 10.6863 -16.0046
O 15.4345 10.9149 -15.4050
C 14.8422 12.0597 -15.8171
H 13.0020 7.4296 -19.2639
H 13.2877 8.4049 -20.8281
H 13.1462 9.1882 -19.3003
H 14.5595 8.3487 -17.5011
H 15.0843 9.8354 -18.0672
H 17.4372 8.8815 -18.4056
H 16.8670 7.2593 -18.3120
H 16.1928 7.6372 -16.0720
H 18.4313 9.2153 -15.7087
H 17.0521 8.8079 -14.7153
H 16.8308 10.9569 -17.0554
H 17.3617 11.4520 -15.5584
H 15.6503 12.7861 -15.9035
H 14.1044 12.3377 -15.0645
H 14.4461 11.9933 -16.8304
C 22.5152 -3.0341 -27.5843
O 22.0367 -1.6122 -27.8263
C 20.6843 -1.5022 -27.2596
C 19.4880 -1.8033 -28.2072
N 18.3689 -0.9282 -28.0171
C 17.6916 -1.4524 -26.7502
C 16.3313 -0.7297 -26.4334
O 16.5978 0.2371 -25.4787
C 15.3761 0.7759 -25.1136
H 23.3560 -3.3780 -28.1867
H 21.7578 -3.7953 -27.7714
H 22.7286 -3.1503 -26.5218
H 20.6661 -0.4759 -26.8931
H 20.5698 -2.0187 -26.3066
H 19.1361 -2.8293 -28.3146
H 19.9721 -1.6553 -29.1725
H 17.7685 -1.0898 -28.8130
H 18.3901 -1.5284 -25.9169
H 17.4142 -2.4849 -26.9626
H 15.5378 -1.4255 -26.1607
H 15.9607 -0.3053 -27.3665
H 15.0054 1.4419 -25.8928
H 15.4559 1.2908 -24.1562
H 14.5579 0.1091 -24.8416
C 10.9258 -0.1569 -18.3510
O 12.2597 0.2204 -18.5251
C 13.1088 -0.8913 -18.9084
C 14.6388 -0.5918 -18.8058
N 14.9011 0.0139 -17.4934
C 15.0039 -0.8794 -16.2766
C 13.8407 -1.6376 -15.6976
O 14.0703 -1.8648 -14.2517
C 13.8535 -0.7747 -13.4371
H 10.3843 0.7687 -18.1557
H 10.7738 -0.8316 -17.5086
H 10.3513 -0.4457 -19.2312
H 12.7590 -1.1389 -19.9106
H 12.8195 -1.7285 -18.2731
H 14.9583 0.0311 -19.6413
H 15.2086 -1.5008 -18.9984
H 14.2119 0.7451 -17.3915
H 15.2727 -0.1657 -15.4978
H 15.9146 -1.4475 -16.0866
H 13.7622 -2.6047 -16.1942
H 12.9056 -1.1280 -15.9302
H 12.7816 -0.7564 -13.2400
H 14.0327 0.1787 -13.9341
H 14.3789 -0.7802 -12.4822
O 7.4933 4.8040 -22.0259
H 8.3519 4.8286 -21.6034
H 7.0841 4.0058 -21.6917
O 10.1241 4.4234 -25.8661
H 9.9210 3.4906 -25.9357
H 9.3281 4.8163 -25.5081
```

Its highest occupied orbital energy (alpha / beta) is 0.470 / -6.501 eV. The orbital gap (alpha / beta) is 1.47 / 8.43 eV. For the energy relative to the best compared isomer or geometry (same formula, charge and spin), the calculation gives 586.7 kJ/mol. The LUMO energy (alpha / beta) is 1.938 / 1.926 eV. Its expectation value of S² is 0.750. The spin multiplicity is 2. The charge is -1.

***

No. 2
This record from the OMol25 dataset describes a molecular structure, C48H127F3N11O13Pd in a non-equilibrium geometry. The level of theory is ωB97M-V/def2-TZVPD.

The geometry in XYZ format:
```
203
Properties=species:S:1:pos:R:3
Pd 3.8084 -2.1341 1.7446
C 0.4142 -1.3420 1.4397
O 0.7765 0.0852 1.2977
O 1.5831 -2.0373 1.0821
C -0.3232 -1.5611 2.8082
F -1.5864 -1.1251 2.9289
F -0.2873 -2.8722 3.1154
F 0.4418 -0.9096 3.6857
C -0.2283 1.1171 1.2968
C 0.2960 2.2819 0.4607
H 0.5179 1.9967 -0.5676
H -0.4058 3.1114 0.3737
H 1.1970 2.6611 0.9429
H -0.4343 1.3829 2.3337
H -1.1649 0.7408 0.8853
H -0.3890 -1.5622 0.7365
C 1.6094 5.6602 3.0850
C 0.2157 5.0695 3.2213
C 0.2332 3.8511 4.1662
O -0.9773 3.0807 4.0417
C -1.0618 1.9473 4.9761
N -0.7010 5.9986 3.8644
H 1.9653 5.8112 4.1042
H 1.6625 6.5997 2.5349
H 2.1696 4.8758 2.5761
H -0.0938 4.6591 2.2600
H 0.3160 4.1041 5.2232
H 1.0627 3.1814 3.9393
H -1.9761 1.3740 4.8224
H -0.8902 2.2506 6.0089
H -0.2515 1.2680 4.7115
H -1.6702 5.7156 3.8379
H -0.5194 5.9909 4.8579
C -3.2698 -2.3855 -0.3756
C -4.3104 -2.8104 -1.4292
C -5.2345 -3.9583 -1.0483
O -4.4201 -5.1784 -0.7975
C -5.2401 -6.2956 -0.4703
N -5.1287 -1.6465 -1.6881
H -3.7348 -1.9705 0.5186
H -2.6524 -1.6038 -0.8181
H -2.5704 -3.2077 -0.2239
H -3.7551 -3.0605 -2.3331
H -6.0461 -4.1779 -1.7420
H -5.7835 -3.6441 -0.1606
H -4.6615 -7.1488 -0.1160
H -5.8219 -6.6736 -1.3110
H -5.9100 -5.9390 0.3121
H -6.0096 -1.9836 -2.0494
H -5.3522 -1.1632 -0.8298
C 4.0125 2.3940 2.6629
C 4.2880 0.9559 3.1759
C 4.2585 0.7718 4.6754
O 2.9625 1.1438 5.0216
C 2.7852 1.2333 6.4180
N 3.3711 0.0195 2.4925
H 4.6875 3.1103 3.1313
H 2.9703 2.6972 2.7635
H 4.2031 2.4972 1.5947
H 5.2885 0.6960 2.8304
H 4.9626 1.4820 5.1089
H 4.4433 -0.2741 4.9203
H 3.3730 2.0311 6.8719
H 3.0588 0.2688 6.8456
H 1.7461 1.5413 6.5348
H 2.8157 0.4274 1.7541
H 2.6579 0.0493 3.2070
C -1.2935 9.1208 0.5128
C -1.8988 7.7492 0.4001
C -0.8081 6.7141 0.1484
O -0.2671 6.8386 -1.1974
C -1.1104 6.3398 -2.1810
N -2.6400 7.4890 1.6399
H -2.0551 9.9005 0.5000
H -0.6023 9.2683 -0.3170
H -0.6508 9.1933 1.3902
H -2.5649 7.7696 -0.4625
H -1.1390 5.6999 0.3725
H -0.0137 6.9456 0.8580
H -0.7499 6.5156 -3.1945
H -2.0817 6.8317 -2.1294
H -1.2509 5.2720 -2.0135
H -3.1047 6.6008 1.5163
H -1.9410 7.3210 2.3494
C -4.1950 0.6723 2.2573
C -5.4460 0.8505 1.4564
C -5.1552 1.5437 0.1179
O -4.5961 2.8799 0.2636
C -4.1338 3.4469 -0.9828
N -5.9391 -0.4268 1.1766
H -3.7353 1.5803 2.6476
H -3.4101 0.1799 1.6832
H -4.2983 0.0356 3.1360
H -6.2137 1.3214 2.0703
H -6.0587 1.5648 -0.4915
H -4.4004 0.9975 -0.4477
H -4.9811 3.5845 -1.6546
H -3.4834 2.7182 -1.4666
H -3.5336 4.3456 -0.8409
H -6.2677 -0.9815 1.9541
H -6.7755 -0.3606 0.6143
C 3.5309 0.1568 -1.3246
C 3.9277 -1.3315 -1.3422
C 4.5006 -1.6667 -2.6851
O 4.8828 -3.0506 -2.7931
C 5.0675 -3.5315 -4.1253
N 4.8290 -1.5718 -0.2441
H 4.1197 0.9160 -1.8394
H 3.4130 0.5098 -0.3001
H 2.5578 0.2412 -1.8083
H 3.0634 -1.9554 -1.1143
H 5.3590 -1.0744 -3.0021
H 3.7800 -1.5061 -3.4871
H 5.5674 -4.4960 -4.0364
H 5.7900 -2.8121 -4.5107
H 4.1654 -3.7331 -4.7030
H 5.1576 -2.4349 -0.6530
H 5.6503 -1.0471 -0.5093
C 0.5535 -4.5820 -3.3217
C 0.9770 -3.4881 -2.3593
C -0.0276 -2.3583 -2.3761
O -0.3354 -1.8609 -3.7312
C 0.8058 -1.2335 -4.3932
N 0.8245 -4.2490 -1.1095
H 1.1171 -5.5141 -3.2819
H 0.6260 -4.1900 -4.3362
H -0.4831 -4.8300 -3.0935
H 2.0082 -3.2286 -2.5987
H 0.3096 -1.5379 -1.7426
H -0.9830 -2.6190 -1.9206
H 0.5553 -0.7753 -5.3500
H 1.5861 -1.9723 -4.5759
H 1.1358 -0.4437 -3.7183
H -0.1155 -4.6172 -1.1403
H 0.7081 -3.6160 -0.3311
C 3.1383 -6.5116 2.0466
C 2.9961 -4.9922 2.0723
C 3.0385 -4.4208 3.5444
O 3.0069 -3.0165 3.6242
C 2.8023 -2.4458 4.9367
N 3.9103 -4.3170 1.1897
H 3.1412 -6.7293 0.9786
H 2.2817 -6.9495 2.5592
H 4.0280 -7.0101 2.4312
H 2.0043 -4.7407 1.6966
H 3.9228 -4.7864 4.0664
H 2.1341 -4.8126 4.0098
H 3.6863 -2.5987 5.5558
H 1.9573 -2.9065 5.4484
H 2.6519 -1.3766 4.7879
H 3.8022 -4.7347 0.2766
H 4.8506 -4.5651 1.4626
C -1.5662 1.2489 -2.7040
C -2.5199 0.9656 -3.8234
C -1.9483 1.4690 -5.1663
O -1.3743 2.7661 -5.1956
C -2.2529 3.8451 -5.0419
N -2.8108 -0.4225 -3.9342
H -0.5778 0.8153 -2.8559
H -1.9303 0.7690 -1.7955
H -1.4420 2.3099 -2.4875
H -3.4527 1.5213 -3.7279
H -2.7321 1.2413 -5.8887
H -1.1270 0.8149 -5.4589
H -1.7031 4.7856 -5.0043
H -2.7265 3.7864 -4.0620
H -2.9506 3.8188 -5.8789
H -3.2589 -0.6544 -3.0592
H -1.9447 -0.9401 -3.9786
C 0.0068 -7.5244 -0.3027
C -1.3360 -6.8995 0.0980
C -1.3281 -6.2184 1.5291
O -1.0091 -7.1957 2.5198
C -0.7908 -6.6049 3.7908
N -1.7994 -6.0294 -1.0227
H -0.0951 -7.9486 -1.3016
H 0.3366 -8.3157 0.3705
H 0.8359 -6.8189 -0.3567
H -2.0401 -7.7304 0.0543
H -2.3790 -6.0123 1.7322
H -0.7336 -5.3048 1.5333
H 0.0880 -5.9621 3.7397
H -0.5922 -7.3561 4.5551
H -1.6675 -6.1244 4.2252
H -2.7339 -5.6704 -0.8894
H -1.8981 -6.5455 -1.8852
C 2.1500 4.5763 -5.8304
C 2.2422 3.1649 -5.0751
C 1.9317 3.3213 -3.5014
O 2.7541 4.2916 -2.8968
C 2.6385 4.3392 -1.4576
N 1.2596 2.2664 -5.6584
H 2.9667 5.1877 -5.4468
H 1.3149 5.2004 -5.5122
H 2.3159 4.4993 -6.9049
H 3.2390 2.7517 -5.2295
H 2.1444 2.3706 -3.0125
H 0.8724 3.3677 -3.2488
H 1.5706 4.2979 -1.2432
H 2.9628 5.3438 -1.1861
H 3.1394 3.6254 -0.8036
H 1.1358 2.3329 -6.6585
H 0.3411 2.6109 -5.4181
```

Its highest occupied orbital energy (alpha / beta) is -11.841 / -11.841 eV. The orbital gap (alpha / beta) is 6.86 / 2.16 eV. The LUMO energy (alpha / beta) is -4.979 / -9.679 eV. Its expectation value of S² is 3.759. The spin multiplicity is 4. The charge is +2.